Record 1
C37H43ClN8OP2SSi2Ta as an isolated structure, computed with the ωB97M-V functional and the def2-TZVPD basis.

## Properties
2S+1   1
Energy   -4126.20380 Ha
HOMO-LUMO gap   7.507 eV
Lowest unoccupied orbital energy   -0.114 hartree
Maximum force   0.52 eV/Å
Total charge   +1

Each line ends with the Mulliken charge.
Atoms and positions in Å:
Ta 0.905 1.154 0.839  1.767
C -3.047 1.699 3.052  -1.450
Si -2.316 2.737 1.641  0.645
C -1.675 4.363 2.272  -1.256
C -3.810 3.153 0.600  -1.340
N -1.127 1.756 0.720  0.184
P -1.340 1.163 -0.824  2.746
C 0.232 0.620 -1.102  -1.245
P 0.911 -0.924 -1.017  1.492
N 1.187 -1.020 0.606  -0.376
Si 1.408 -2.483 1.590  1.051
C 2.911 -2.416 2.705  -1.403
C -0.132 -2.702 2.654  -1.130
C 1.628 -3.996 0.497  -1.350
C -0.044 -2.277 -1.709  1.125
C -1.014 -2.911 -0.935  -0.091
C -1.784 -3.925 -1.478  -0.860
C -1.598 -4.300 -2.802  -0.843
C -0.643 -3.662 -3.582  -0.725
C 0.139 -2.655 -3.037  -1.032
C 2.491 -0.886 -1.897  0.515
C 2.638 -0.041 -2.994  -0.465
C 3.848 0.026 -3.669  -0.749
C 4.923 -0.744 -3.246  -0.722
C 4.790 -1.579 -2.144  -0.892
C 3.578 -1.648 -1.473  -0.586
C -1.824 2.283 -2.162  0.902
C -0.829 2.760 -3.011  -0.243
C -1.148 3.557 -4.098  -0.989
C -2.472 3.871 -4.361  -0.707
C -3.479 3.367 -3.548  -0.871
C -3.157 2.573 -2.460  -0.608
C -2.641 -0.097 -0.825  0.349
C -3.128 -0.600 -2.033  -0.370
C -4.109 -1.577 -2.038  -0.940
C -4.619 -2.059 -0.839  -0.704
C -4.125 -1.580 0.366  -0.930
C -3.135 -0.608 0.369  -0.409
H -2.895 2.180 4.022  0.466
H -2.706 0.668 3.127  0.341
H -4.125 1.634 2.890  0.481
H -2.536 5.006 2.475  0.433
H -1.060 4.846 1.510  0.292
H -1.078 4.284 3.177  0.334
H -4.495 3.648 1.296  0.508
H -4.327 2.269 0.223  0.331
H -3.614 3.839 -0.222  0.313
H 2.754 -1.841 3.615  0.379
H 3.802 -2.035 2.196  0.234
H 3.133 -3.442 3.014  0.555
H -0.818 -1.861 2.511  -0.048
H 0.123 -2.760 3.715  0.441
H -0.680 -3.612 2.402  0.504
H 2.020 -3.791 -0.499  0.286
H 0.687 -4.529 0.355  0.380
H 2.326 -4.678 0.991  0.571
H -1.165 -2.616 0.097  0.069
H -2.530 -4.421 -0.870  0.468
H -2.197 -5.094 -3.228  0.441
H -0.498 -3.959 -4.613  0.461
H 0.898 -2.174 -3.642  0.453
H 1.804 0.577 -3.303  0.426
H 3.955 0.686 -4.520  0.468
H 5.867 -0.689 -3.772  0.422
H 5.631 -2.171 -1.807  0.487
H 3.496 -2.281 -0.598  0.220
H 0.199 2.484 -2.823  -0.088
H -0.362 3.928 -4.742  0.459
H -2.724 4.491 -5.212  0.422
H -4.516 3.584 -3.767  0.452
H -3.955 2.161 -1.863  0.576
H -2.742 -0.223 -2.973  0.592
H -4.482 -1.960 -2.979  0.502
H -5.400 -2.808 -0.845  0.461
H -4.516 -1.958 1.303  0.474
H -2.748 -0.237 1.306  0.185
N 0.487 0.482 5.228  0.161
C -0.114 0.417 4.047  -0.847
N 0.801 0.465 3.094  0.516
C 1.969 0.594 3.793  0.288
N 1.824 0.590 5.089  -0.821
C 3.234 0.689 3.078  0.015
C 4.478 0.602 3.686  -0.648
N 5.589 0.576 2.966  -0.552
C 5.452 0.629 1.645  -0.765
C 4.218 0.748 1.027  -0.265
N 3.102 0.790 1.757  0.542
H 0.074 0.465 6.147  0.218
H -1.177 0.346 3.910  0.310
H 4.562 0.537 4.763  0.501
H 6.359 0.589 1.056  0.427
H 4.106 0.829 -0.043  0.572
Cl 1.197 3.152 2.234  -0.395
O 0.654 4.132 -0.788  -0.376
S 1.991 3.582 -0.943  0.090
N 2.271 2.251 -0.320  -0.208

---

Record 2
C37H43N11O2P2STi as an isolated structure, computed with the ωB97M-V functional and the def2-TZVPD basis.

## Properties
2S+1   2
Energy   -4118.83352 Ha
HOMO-LUMO gap (alpha / beta)   7.350 / 7.342 eV
⟨S²⟩   0.754
Lowest unoccupied orbital energy (alpha / beta)   -0.098 / -0.100 hartree
Maximum force   0.63 eV/Å
Total charge   +1

Each line ends with the Mulliken charge.
Atoms and positions in Å:
Ti -0.239 -0.342 -0.140  0.284
C 2.817 1.253 -3.031  -2.366
C 1.625 0.922 -2.195  0.688
N 1.545 -0.117 -1.432  1.886
N 2.639 -0.907 -1.361  -1.721
C 2.449 -2.052 -0.747  0.586
N 3.534 -2.841 -0.617  -0.419
S 0.961 -2.633 -0.095  -0.563
C 0.418 1.739 -2.289  0.356
C 0.307 2.798 -3.188  -0.817
C -0.902 3.452 -3.317  -0.756
C -1.981 3.036 -2.553  -0.825
C -1.789 2.002 -1.660  -0.556
N -0.621 1.376 -1.517  1.159
H 3.625 0.565 -2.814  0.389
H 3.154 2.271 -2.823  0.425
H 2.566 1.188 -4.093  0.491
H 4.391 -2.572 -1.067  0.231
H 3.446 -3.747 -0.195  0.229
H 1.156 3.093 -3.786  0.563
H -1.006 4.273 -4.015  0.474
H -2.949 3.509 -2.636  0.509
H -2.594 1.648 -1.031  0.283
C 1.108 1.922 3.969  -1.073
N 0.818 1.785 2.537  1.291
P 1.714 0.736 1.519  1.492
C 2.676 -0.278 2.688  -0.148
C 3.807 0.246 3.324  -0.360
C 4.491 -0.502 4.267  -0.894
C 4.051 -1.781 4.589  -0.614
C 2.924 -2.302 3.975  -0.978
C 2.231 -1.553 3.031  -0.043
C 3.022 1.727 0.703  0.384
C 4.247 1.142 0.372  -0.335
C 5.193 1.851 -0.355  -0.908
C 4.929 3.147 -0.774  -0.727
C 3.700 3.722 -0.485  -0.939
C 2.749 3.011 0.235  -0.591
P -0.610 2.353 1.764  0.847
C -0.268 4.129 1.438  0.521
C 0.713 4.855 2.113  -0.153
C 0.907 6.200 1.837  -0.704
C 0.125 6.837 0.882  -0.736
C -0.853 6.123 0.205  -0.745
C -1.047 4.777 0.482  -0.611
C -1.919 2.663 3.023  0.807
C -1.798 3.591 4.059  -0.216
C -2.870 3.868 4.892  -0.981
C -4.097 3.254 4.680  -0.594
C -4.248 2.368 3.625  -0.783
C -3.164 2.077 2.811  -0.414
H 1.883 2.668 4.162  0.317
H 1.435 0.971 4.385  0.246
H 0.203 2.202 4.497  0.403
H 4.153 1.243 3.080  0.519
H 5.364 -0.088 4.754  0.445
H 4.586 -2.365 5.328  0.412
H 2.572 -3.292 4.233  0.480
H 1.339 -1.951 2.573  0.260
H 4.468 0.132 0.687  0.408
H 6.144 1.388 -0.587  0.436
H 5.676 3.702 -1.328  0.383
H 3.477 4.731 -0.813  0.496
H 1.796 3.475 0.441  0.273
H 1.346 4.360 2.838  0.269
H 1.672 6.754 2.366  0.463
H 0.279 7.886 0.666  0.408
H -1.467 6.615 -0.539  0.458
H -1.816 4.226 -0.044  0.438
H -0.869 4.128 4.206  0.433
H -2.752 4.581 5.699  0.427
H -4.936 3.479 5.326  0.394
H -5.208 1.905 3.437  0.441
H -3.290 1.394 1.983  -0.034
C -0.568 -3.327 -3.977  -1.156
N -1.679 -3.306 -3.039  0.144
C -2.729 -4.299 -3.225  -1.241
C -1.691 -2.390 -2.047  0.147
N -0.984 -1.315 -2.024  0.421
N -2.506 -2.702 -0.966  -0.146
C -2.894 -1.822 0.022  0.341
N -3.744 -2.345 0.943  -0.458
N -2.490 -0.598 0.033  -0.555
H -0.430 -4.348 -4.328  0.442
H 0.348 -3.019 -3.472  0.367
H -0.747 -2.684 -4.843  0.309
H -2.867 -4.465 -4.292  0.439
H -3.675 -3.941 -2.827  0.436
H -2.474 -5.258 -2.763  0.334
H -0.496 -1.143 -2.893  0.048
H -2.695 -3.678 -0.814  0.339
H -3.965 -3.326 0.934  0.196
H -3.774 -1.902 1.847  0.249
H -2.881 -0.112 0.833  -0.055
O -1.448 -1.131 3.724  -0.650
N -1.412 -0.528 2.684  0.221
O -0.573 -1.011 1.806  -0.268

---

Relative energy (zero: lowest compared OMol25 entry of this formula, charge and spin), record by record: 21.68 5.76 kcal per mole